Record 1
Formula: C3H9S2
Source: the OMol25 dataset
Level of theory: ωB97M-V/def2-TZVPD

Values from the calculation:
**Total charge**: -1
**HOMO**: -0.098 hartree
**M**: 109.239 g/mol
**Spin multiplicity**: 1
**ΔE to the lowest compared entry with this formula, charge and spin**: 16.1 kcal/mol
**Kohn-Sham gap**: 6.3 eV

XYZ file:
```
14
Properties=species:S:1:pos:R:3:lowdin_charge:R:1
C 1.5662 1.1494 -1.5512 -0.556
S 1.6606 1.4788 0.2250 0.475
H 2.0613 1.9529 -2.0985 0.001
H 2.0254 0.2121 -1.8987 0.015
H 0.5101 1.0893 -1.8193 0.006
C -0.5600 -2.1576 -0.6964 -0.222
C -1.7756 -1.6259 0.1625 -0.767
S -1.2698 -0.0650 0.9784 0.203
H 0.3042 -2.1936 -0.0506 0.038
H -0.3775 -1.5222 -1.5557 0.037
H -0.9076 -3.1528 -1.0310 0.045
H -2.5477 -1.4363 -0.5611 0.010
H -2.1170 -2.3347 0.9204 0.020
H 0.7230 0.5204 0.6130 -0.306
```

---

Record 2
Formula: C3HAgO4
Source: the OMol25 dataset
Level of theory: ωB97M-V/def2-TZVPD

Values from the calculation:
**HOMO**: -0.322 hartree
**M**: 208.905 g/mol
**Spin multiplicity**: 1
**ΔE to the lowest compared entry with this formula, charge and spin**: 201.4 kcal/mol
**Kohn-Sham gap**: 7.6 eV

XYZ file:
```
9
Properties=species:S:1:pos:R:3:lowdin_charge:R:1
O 1.9249 0.0339 0.6277 -0.226
C 0.8249 1.0746 0.0757 -0.319
C 1.9143 1.2564 -0.5537 0.142
O -0.5191 1.1542 0.0994 0.055
C -1.1519 -0.0141 0.1509 -0.174
O -2.4092 0.2590 0.2415 0.113
H -2.9375 -0.5291 0.0560 0.123
O 2.0345 -1.2176 -0.0865 -0.443
Ag 0.3191 -2.0173 -0.6111 0.728
```

---

Record 3
Formula: C3HBiFO
Source: the OMol25 dataset
Level of theory: ωB97M-V/def2-TZVPD

Values from the calculation:
**Total charge**: +1
**HOMO (alpha / beta)**: -0.495 / -0.503 hartree
**M**: 281.018 g/mol
**Spin multiplicity**: 1
**Kohn-Sham gap (alpha / beta)**: 5.9 / 6.3 eV

XYZ file:
```
7
Properties=species:S:1:pos:R:3:lowdin_charge:R:1
O -3.4299 0.7902 0.1057 0.259
C -2.4297 0.1526 0.0276 -0.097
C -1.4253 -0.6316 -0.1175 -0.060
C -0.2230 -1.1814 0.0795 -0.383
H -0.2574 -2.2880 0.0021 0.087
F 3.3087 0.6674 0.0144 -0.605
Bi 1.6655 -0.1353 -0.0091 1.799
```

---

Record 4
Formula: C3HBrClNS
Source: the OMol25 dataset
Level of theory: ωB97M-V/def2-TZVPD

Values from the calculation:
**HOMO (alpha / beta)**: -0.291 / -0.291 hartree
**M**: 198.472 g/mol
**Spin multiplicity**: 1
**ΔE to the lowest compared entry with this formula, charge and spin**: 30.9 kcal/mol
**Kohn-Sham gap (alpha / beta)**: 7.8 / 7.8 eV
**SMILES string**: Clc1scnc1Br

XYZ file:
```
8
Properties=species:S:1:pos:R:3:lowdin_charge:R:1
C 1.4733 -0.3201 -0.0002 -0.491
C -0.6954 -0.7933 -0.0001 -0.807
C -0.6092 1.0990 -0.0012 -1.038
N 0.5118 -1.1895 -0.0033 -0.098
S 1.0288 1.3631 0.0078 0.976
Cl -1.9236 2.1232 -0.0041 0.630
Br -2.2883 -1.6739 0.0010 0.769
H 2.5025 -0.6084 -0.0001 0.059
```

---

Record 5
Formula: C3HCl2F3
Source: the OMol25 dataset
Level of theory: ωB97M-V/def2-TZVPD

Values from the calculation:
**HOMO**: -0.356 hartree
**M**: 164.941 g/mol
**Spin multiplicity**: 1
**ΔE to the lowest compared entry with this formula, charge and spin**: 61.9 kcal/mol
**Kohn-Sham gap**: 9.1 eV

XYZ file:
```
9
Properties=species:S:1:pos:R:3:lowdin_charge:R:1
C -0.3690 1.2826 -1.7776 -0.524
C 0.2374 0.0975 1.4155 -0.540
C -0.1912 -0.9993 0.8139 -0.517
F -1.0668 1.3988 -2.8885 -0.070
F 0.4571 -2.1457 0.6921 0.119
F -1.3763 -1.0802 0.2239 0.109
Cl 1.7796 0.2231 2.1367 0.650
Cl 0.9072 0.2425 -2.0349 0.696
H -0.3781 0.9808 1.4190 0.079
```

---

Record 6
Formula: C3HCl2FO
Source: the OMol25 dataset
Level of theory: ωB97M-V/def2-TZVPD

Values from the calculation:
**HOMO**: -0.381 hartree
**M**: 142.944 g/mol
**Spin multiplicity**: 1
**ΔE to the lowest compared entry with this formula, charge and spin**: 8.4 kcal/mol
**Kohn-Sham gap**: 10.3 eV
**SMILES string**: O=C(Cl)/C(F)=C/Cl

XYZ file:
```
8
Properties=species:S:1:pos:R:3:lowdin_charge:R:1
C -0.2760 0.8061 -0.2601 -0.447
C 0.9706 1.0018 0.0950 -0.334
C 2.2697 -0.1295 0.0607 -0.703
O 2.2356 -1.2711 0.3713 0.065
F 1.4263 2.1587 0.4562 0.067
Cl -1.6089 1.9714 -0.1885 0.604
Cl 3.7621 0.6491 -0.4060 0.708
H -0.7600 -0.0228 -0.6539 0.039
```

---

Record 7
Formula: C3HCl3F2
Source: the OMol25 dataset
Level of theory: ωB97M-V/def2-TZVPD

Values from the calculation:
**HOMO (alpha / beta)**: -0.309 / -0.430 hartree
**M**: 181.396 g/mol
**Spin multiplicity**: 3
**ΔE to the lowest compared entry with this formula, charge and spin**: 0.0 kcal/mol
**Kohn-Sham gap (alpha / beta)**: 9.0 / 10.2 eV
**<S²>**: 2.0076

XYZ file:
```
9
Properties=species:S:1:pos:R:3:lowdin_charge:R:1
C 0.2413 0.5589 -0.0398 -0.358
C -0.1759 1.2129 1.4688 -0.594
C 1.5545 0.6327 -0.8571 -1.193
F -0.8374 1.0751 -0.7921 -0.081
F 0.3185 2.4137 1.6035 0.017
Cl 0.1133 0.1289 2.8072 0.657
Cl 2.0530 2.1069 -1.2797 0.760
Cl 2.7247 -0.5857 -0.7051 0.659
H -0.2357 -0.4657 0.0598 0.133
```

---

Record 8
Formula: C3HClF2
Source: the OMol25 dataset
Level of theory: ωB97M-V/def2-TZVPD

Values from the calculation:
**HOMO**: -0.409 hartree
**M**: 110.490 g/mol
**Spin multiplicity**: 1
**ΔE to the lowest compared entry with this formula, charge and spin**: 20.1 kcal/mol
**Kohn-Sham gap**: 11.7 eV
**SMILES string**: C#CC(F)(F)Cl

XYZ file:
```
7
Properties=species:S:1:pos:R:3:lowdin_charge:R:1
C -0.0306 0.2139 0.0337 -1.010
C 1.2562 -0.3477 0.0919 -0.072
C 2.4478 -0.7406 -0.1013 0.184
H 3.4947 -1.0271 0.0806 0.056
F -0.2749 0.7568 1.2054 0.029
F 0.1043 1.3369 -0.8893 -0.017
Cl -1.4117 -0.7394 -0.1807 0.831
```

---

Record 9
Formula: C3HClFNO
Source: the OMol25 dataset
Level of theory: ωB97M-V/def2-TZVPD

Values from the calculation:
**HOMO**: -0.386 hartree
**M**: 121.498 g/mol
**Spin multiplicity**: 1
**ΔE to the lowest compared entry with this formula, charge and spin**: 39.8 kcal/mol
**Kohn-Sham gap**: 11.1 eV
**SMILES string**: Fc1cc(Cl)on1

XYZ file:
```
8
Properties=species:S:1:pos:R:3:lowdin_charge:R:1
C 1.1545 0.0773 -0.0040 -0.214
C -0.0467 -0.7752 0.0824 -0.020
C -1.0138 0.0869 -0.0299 -0.713
H -0.2394 -1.9014 0.2046 0.158
N 0.8666 1.3862 -0.0072 0.124
O -0.5166 1.4249 -0.0065 -0.089
F 2.5321 -0.3136 -0.1488 0.014
Cl -2.7366 0.0149 -0.0906 0.739
```

---

Record 10
Formula: C3HDyO3
Source: the OMol25 dataset
Level of theory: ωB97M-V/def2-TZVPD

Values from the calculation:
**Total charge**: +2
**HOMO (alpha / beta)**: -0.700 / -0.708 hartree
**M**: 247.538 g/mol
**Spin multiplicity**: 6
**ΔE to the lowest compared entry with this formula, charge and spin**: 2.5 kcal/mol
**Kohn-Sham gap (alpha / beta)**: 8.4 / 7.4 eV
**<S²>**: 9.5811

XYZ file:
```
8
Properties=species:S:1:pos:R:3:lowdin_charge:R:1
H -1.1429 -0.2894 1.9111 0.158
O -2.9063 -0.6293 -0.5988 0.368
C -1.9536 -0.6418 0.0424 -0.019
C -0.8932 -0.5247 0.8692 -0.254
O 0.2867 -1.1865 0.6162 -0.046
C 1.3571 -0.5277 -0.2323 -0.384
O 2.3200 -1.1793 -0.4789 0.213
Dy 0.6342 1.7672 0.1287 1.964
```

---

Record 11
Formula: C3HF2I
Source: the OMol25 dataset
Level of theory: ωB97M-V/def2-TZVPD

Values from the calculation:
**HOMO**: -0.372 hartree
**M**: 201.941 g/mol
**Spin multiplicity**: 1
**ΔE to the lowest compared entry with this formula, charge and spin**: 0.0 kcal/mol
**Kohn-Sham gap**: 9.8 eV
**SMILES string**: FC1(F)C=C1I

XYZ file:
```
7
Properties=species:S:1:pos:R:3:lowdin_charge:R:1
C -0.0961 -1.0040 0.0411 0.082
C 0.6541 0.0280 0.4144 -0.559
C -0.5907 0.3379 -0.2741 -0.545
F -0.4434 0.6221 -1.6064 0.058
F -1.6873 0.9787 0.2578 0.075
I 2.3077 1.0791 1.3150 0.792
H -0.1443 -2.0419 -0.1478 0.098
```

---

Record 12
Formula: C3HF3
Source: the OMol25 dataset
Level of theory: ωB97M-V/def2-TZVPD

Values from the calculation:
**HOMO**: -0.400 hartree
**M**: 94.035 g/mol
**Spin multiplicity**: 1
**ΔE to the lowest compared entry with this formula, charge and spin**: 32.4 kcal/mol
**Kohn-Sham gap**: 11.4 eV
**SMILES string**: FC#CC(F)F

XYZ file:
```
7
Properties=species:S:1:pos:R:3:lowdin_charge:R:1
C 0.4975 -0.1520 0.0808 0.088
C 1.7304 -0.1542 0.1006 -0.108
C -0.9444 0.1218 -0.0444 -0.434
F 2.9125 -0.5540 -0.0236 0.168
F -1.2993 0.8079 -1.1903 0.043
F -1.3506 0.8310 1.0096 0.060
H -1.5460 -0.9005 0.0672 0.183
```

---

Record 13
Formula: C3HFKO2
Source: the OMol25 dataset
Level of theory: ωB97M-V/def2-TZVPD

Values from the calculation:
**HOMO (alpha / beta)**: -0.227 / -0.219 hartree
**M**: 127.135 g/mol
**Spin multiplicity**: 2
**Kohn-Sham gap (alpha / beta)**: 4.8 / 4.6 eV
**<S²>**: 0.7588

XYZ file:
```
8
Properties=species:S:1:pos:R:3:lowdin_charge:R:1
C -0.3951 -0.0356 -0.2856 -0.524
C 0.8878 -0.4339 0.1757 -0.148
O -1.4693 -0.6462 -0.1208 -0.165
F -0.5751 1.3611 -0.3402 -0.043
H 0.9897 -1.4785 0.4830 0.106
K -3.9504 0.6238 0.1927 0.944
O 2.5681 0.0983 -0.5450 0.025
C 1.9443 0.5109 0.4402 -0.194
```

---

Record 14
Formula: C3HFO2Rh
Source: the OMol25 dataset
Level of theory: ωB97M-V/def2-TZVPD

Values from the calculation:
**Total charge**: +3
**HOMO (alpha / beta)**: -0.961 / -0.961 hartree
**M**: 190.943 g/mol
**Spin multiplicity**: 5
**Kohn-Sham gap (alpha / beta)**: 8.2 / 6.7 eV
**<S²>**: 6.2583

XYZ file:
```
8
Properties=species:S:1:pos:R:3:lowdin_charge:R:1
O -2.2475 0.0317 1.7747 -0.070
C -2.3261 0.4096 2.8441 0.301
Rh -2.0731 -0.5421 -0.1575 1.728
F -0.1658 -0.1594 -0.1026 -0.061
H 2.5302 -0.3201 -0.4233 0.336
O 1.3951 1.1198 -1.5468 0.346
C 2.0155 0.0630 -1.5122 0.099
C 0.8718 -0.6024 -0.8765 0.321
```

---

Record 15
Formula: C3HFO2Yb
Source: the OMol25 dataset
Level of theory: ωB97M-V/def2-TZVPD

Values from the calculation:
**Total charge**: +2
**HOMO (alpha / beta)**: -0.642 / -0.677 hartree
**M**: 261.077 g/mol
**Spin multiplicity**: 3
**ΔE to the lowest compared entry with this formula, charge and spin**: 38.9 kcal/mol
**Kohn-Sham gap (alpha / beta)**: 6.8 / 5.3 eV
**<S²>**: 2.0010

XYZ file:
```
8
Properties=species:S:1:pos:R:3:lowdin_charge:R:1
H -0.3631 2.0855 -1.7949 0.269
O -1.1121 0.3232 -0.5123 0.004
O 1.0516 0.4448 -0.0990 0.092
C -0.5244 0.8633 -1.6441 0.051
C 0.8113 0.9542 -1.3439 -0.276
C -0.1384 -0.0858 0.3565 -0.251
F 1.8211 0.7936 -2.1915 0.227
Yb -0.4932 -1.3821 2.4551 1.885
```

---

Record 16
Formula: C3HFO3
Source: the OMol25 dataset
Level of theory: ωB97M-V/def2-TZVPD

Values from the calculation:
**HOMO**: -0.416 hartree
**M**: 104.036 g/mol
**Spin multiplicity**: 1
**ΔE to the lowest compared entry with this formula, charge and spin**: 0.0 kcal/mol
**Kohn-Sham gap**: 11.5 eV

XYZ file:
```
8
Properties=species:S:1:pos:R:3:lowdin_charge:R:1
C -0.4313 -1.0090 -0.1597 -0.360
C -0.4313 1.0090 -0.1597 -0.360
C 0.6761 0.0000 0.2007 -0.122
O -0.6096 -2.1682 -0.1271 0.210
O -0.6097 2.1682 -0.1271 0.210
O -1.2838 0.0000 -0.5895 0.176
F 1.1689 0.0000 1.4622 0.069
H 1.5208 0.0000 -0.4998 0.176
```

---

Record 17
Formula: C3HFeO3
Source: the OMol25 dataset
Level of theory: ωB97M-V/def2-TZVPD

Values from the calculation:
**Total charge**: +1
**HOMO (alpha / beta)**: -0.486 / -0.466 hartree
**M**: 140.883 g/mol
**Spin multiplicity**: 5
**Kohn-Sham gap (alpha / beta)**: 7.1 / 6.1 eV
**<S²>**: 6.0246

XYZ file:
```
8
Properties=species:S:1:pos:R:3:lowdin_charge:R:1
H -1.3899 0.1426 1.7674 0.146
O -2.6656 -0.4203 -0.9590 0.252
C -1.7893 -0.2915 -0.1971 -0.075
C -0.9291 -0.0247 0.7859 -0.211
O 0.4075 0.0837 0.6841 -0.272
C 2.2313 -0.1478 -0.9067 0.037
O 3.0033 -0.9792 -0.9920 0.181
Fe 1.1317 1.6372 -0.1827 0.941
```

---

Record 18
Formula: C3HN3O2
Source: the OMol25 dataset
Level of theory: ωB97M-V/def2-TZVPD

Values from the calculation:
**HOMO**: -0.455 hartree
**M**: 111.060 g/mol
**Spin multiplicity**: 1
**ΔE to the lowest compared entry with this formula, charge and spin**: 96.6 kcal/mol
**Kohn-Sham gap**: 11.7 eV
**SMILES string**: N#CC(C#N)[N+](=O)[O-]

XYZ file:
```
9
Properties=species:S:1:pos:R:3:lowdin_charge:R:1
C -0.1901 -0.9575 -1.0344 -0.159
C -1.2796 0.0646 0.7512 -0.183
C -0.0271 -0.2819 0.2471 -0.202
N -0.6758 -1.5011 -1.9339 0.210
N -2.1082 0.4532 1.3961 0.242
N 0.9815 0.8397 -0.0297 -0.404
O 0.5529 1.9383 -0.0151 0.157
O 2.0686 0.4245 -0.2659 0.124
H 0.6779 -0.9800 0.8846 0.217
```

---

Record 19
Formula: C3HNO2
Source: the OMol25 dataset
Level of theory: ωB97M-V/def2-TZVPD

Values from the calculation:
**HOMO**: -0.414 hartree
**M**: 83.046 g/mol
**Spin multiplicity**: 1
**ΔE to the lowest compared entry with this formula, charge and spin**: 27.0 kcal/mol
**Kohn-Sham gap**: 8.6 eV
**SMILES string**: N#CC(=O)C=O

XYZ file:
```
7
Properties=species:S:1:pos:R:3:lowdin_charge:R:1
C 0.5240 -0.0027 0.8949 -0.144
C 0.3052 -0.2895 -0.5521 -0.367
C -1.0303 0.1266 -0.7904 -0.119
H -0.5568 0.2259 1.3921 0.163
N -2.0375 0.7062 -1.1402 0.219
O 1.6250 -0.0618 1.5183 0.079
O 1.1704 -0.7047 -1.3226 0.169
```

---

Record 20
Formula: C3HNO2S
Source: the OMol25 dataset
Level of theory: ωB97M-V/def2-TZVPD

Values from the calculation:
**HOMO**: -0.365 hartree
**M**: 115.113 g/mol
**Spin multiplicity**: 1
**ΔE to the lowest compared entry with this formula, charge and spin**: 51.0 kcal/mol
**Kohn-Sham gap**: 7.2 eV
**SMILES string**: O=C1ON=CC1=S

XYZ file:
```
8
Properties=species:S:1:pos:R:3:lowdin_charge:R:1
C 0.8285 -0.8802 0.0736 -0.451
C -0.6279 1.0683 -0.0523 -0.077
C -0.5295 -0.4325 -0.3280 -0.614
H -1.3928 1.7726 -0.0269 0.092
N 0.5785 1.4889 0.2988 0.086
O 1.4196 -1.8639 0.3664 0.181
O 1.4176 0.4181 0.3005 -0.046
S -1.6940 -1.5712 -0.6321 0.828
```